{"formula": "C36H54As2Ca2F15NO29", "method": "the ωB97M-V functional and the def2-TZVPD basis", "e_homo_ev": -10.231, "largest_force_ev_per_a": 4.06, "elements": ["Ca", "Ca", "As", "F", "F", "F", "F", "F", "F", "As", "F", "F", "F", "F", "F", "F", "C", "O", "O", "C", "F", "F", "F", "C", "C", "H", "H", "H", "H", "H", "H", "N", "O", "O", "O", "C", "C", "C", "O", "C", "O", "O", "H", "H", "H", "H", "H", "H", "C", "C", "C", "O", "C", "O", "O", "H", "H", "H", "H", "H", "H", "C", "C", "C", "O", "C", "O", "O", "H", "H", "H", "H", "H", "H", "C", "C", "C", "O", "C", "O", "O", "H", "H", "H", "H", "H", "H", "C", "C", "C", "O", "C", "O", "O", "H", "H", "H", "H", "H", "H", "C", "C", "C", "O", "C", "O", "O", "H", "H", "H", "H", "H", "H", "C", "C", "C", "O", "C", "O", "O", "H", "H", "H", "H", "H", "H", "C", "C", "C", "O", "C", "O", "O", "H", "H", "H", "H", "H", "H"], "positions_angstrom": [[-5.29565, 1.96079, 0.58294], [-2.12250, 0.50130, 2.88926], [-0.07985, -0.83485, 6.37739], [-0.78637, 0.62127, 6.95066], [1.45827, -0.00627, 6.04017], [0.68254, -2.26383, 5.67394], [-1.60376, -1.71390, 6.54551], [-0.70195, -0.40987, 4.70882], [0.41807, -1.34742, 7.96602], [-2.96962, 4.32308, 2.67414], [-1.67113, 5.06576, 3.53585], [-2.22696, 2.74279, 3.07892], [-4.29222, 3.54774, 1.73260], [-3.69111, 5.89109, 2.42625], [-2.18076, 4.41330, 1.12281], [-4.01749, 4.15870, 4.06048], [-1.92955, 0.69234, -0.17359], [-1.15097, -0.04781, 0.80029], [-3.06858, 1.03315, 0.50227], [-1.21948, 1.73469, -1.01192], [-0.56742, 2.61424, -0.20773], [-0.31153, 1.28451, -1.89325], [-2.12483, 2.48225, -1.67964], [0.03495, -0.67749, 0.31305], [0.72197, -1.46782, 1.41360], [0.17728, -2.35111, 1.75628], [1.70090, -1.88329, 1.17289], [0.88203, -0.90507, 2.33674], [0.72915, 0.02264, -0.14873], [-0.24985, -1.47250, -0.38533], [-2.26758, -0.04939, -0.91999], [-4.64288, 0.41865, 4.17415], [-5.63863, -0.09685, 4.62659], [-4.49712, 0.84829, 2.98438], [-3.60480, 0.35357, 4.90358], [3.31922, 1.68389, -1.81796], [4.14728, 0.74167, -2.64262], [3.67197, -0.71047, -2.66095], [3.47405, -0.95749, -4.02023], [3.79822, 0.06841, -4.77299], [3.79784, 0.15227, -5.97016], [4.16211, 1.15288, -4.02063], [2.28905, 1.46859, -2.12218], [3.59604, 2.73277, -1.88940], [3.30219, 1.43988, -0.75329], [5.18091, 0.84168, -2.30080], [2.75362, -0.88753, -2.09788], [4.46947, -1.25321, -2.15176], [2.43862, 4.76406, 4.96659], [2.30792, 3.88139, 3.74047], [3.11858, 2.55554, 3.73069], [2.27653, 1.71660, 3.00310], [1.01450, 2.10590, 3.07239], [0.09862, 1.37084, 2.84723], [0.97496, 3.35155, 3.53914], [1.82973, 4.38961, 5.79814], [2.04796, 5.76070, 4.78159], [3.40228, 4.67645, 5.47018], [2.56385, 4.48534, 2.86806], [3.18317, 2.20461, 4.76516], [4.12342, 2.69346, 3.33960], [3.47815, -3.73938, -0.34311], [3.97865, -5.16296, -0.22436], [3.73538, -6.01347, -1.48691], [5.01132, -6.51915, -1.85087], [5.93909, -5.99849, -0.99619], [7.11687, -6.17204, -1.13796], [5.41504, -5.22062, -0.06820], [3.89211, -3.14546, 0.47296], [2.39801, -3.60148, -0.35207], [3.82376, -3.23466, -1.24908], [3.50380, -5.71569, 0.58503], [3.34451, -5.32221, -2.23795], [3.04434, -6.83954, -1.33401], [7.13566, 1.78578, 3.35230], [6.73519, 0.37598, 2.90225], [5.61551, -0.21826, 3.76853], [4.75705, -0.84122, 2.82589], [4.96387, -0.36394, 1.61585], [4.35541, -0.57008, 0.61066], [6.08070, 0.44624, 1.63132], [7.26280, 1.80494, 4.43667], [6.44326, 2.60006, 3.13164], [8.05745, 2.13583, 2.88610], [7.57605, -0.29772, 2.73616], [5.11615, 0.48638, 4.42633], [6.07655, -1.11180, 4.19352], [-3.64873, -6.42423, -0.39722], [-2.49847, -5.53213, -0.75823], [-2.35444, -4.26827, 0.04633], [-0.98473, -4.14397, 0.26972], [-0.39559, -5.34065, 0.15470], [0.74224, -5.59949, 0.41386], [-1.25346, -6.18280, -0.41620], [-3.67511, -6.55302, 0.68590], [-3.64014, -7.43039, -0.81090], [-4.54905, -5.91914, -0.75433], [-2.36760, -5.30184, -1.82060], [-2.97100, -4.47421, 0.93000], [-2.67705, -3.35466, -0.45243], [-3.71178, 2.34450, -4.87196], [-4.48752, 1.02388, -4.80088], [-4.54754, 0.13894, -3.51831], [-5.90642, 0.31259, -3.11479], [-6.62027, 0.92950, -4.09639], [-7.77011, 1.23629, -3.99391], [-5.87791, 1.23513, -5.16502], [-2.83989, 2.27227, -4.22068], [-4.41842, 3.02530, -4.39484], [-3.39538, 2.48170, -5.90019], [-4.03594, 0.35978, -5.53946], [-3.75628, 0.35914, -2.80338], [-4.32000, -0.83987, -3.93507], [-4.59809, 7.44055, -0.40265], [-4.61550, 6.68982, -1.71467], [-3.26900, 6.22640, -2.25631], [-3.30387, 4.83425, -1.97524], [-4.54696, 4.43707, -1.64231], [-4.84967, 3.26334, -1.49232], [-5.35691, 5.43868, -1.57165], [-4.35784, 6.78842, 0.44004], [-5.57805, 7.84880, -0.15985], [-3.83495, 8.21618, -0.45002], [-5.19898, 7.18349, -2.49137], [-2.47058, 6.73660, -1.71855], [-3.13079, 6.42700, -3.31835], [0.67328, -2.71045, -3.32663], [-0.46086, -3.13086, -4.25845], [-0.83856, -4.64654, -4.08537], [-2.25918, -4.57380, -4.27707], [-2.63729, -3.35964, -3.86850], [-3.77454, -3.09168, -3.56374], [-1.68206, -2.44775, -4.05865], [0.45233, -2.62925, -2.26057], [1.05346, -1.76333, -3.70598], [1.45730, -3.47010, -3.36336], [-0.05905, -3.04945, -5.26987], [-0.62811, -4.92130, -3.05017], [-0.31637, -5.24986, -4.81951]]}

{"formula": "C4H11N3O2", "method": "the ωB97M-V functional and the def2-TZVPD basis", "e_homo_ev": -9.225, "smiles": "CN=C(N)N.CC(=O)O", "largest_force_ev_per_a": 2.08, "de_lowest_kj_mol": 86.2, "elements": ["C", "N", "C", "N", "N", "H", "H", "H", "H", "H", "H", "H", "C", "C", "O", "O", "H", "H", "H", "H"], "positions_angstrom": [[2.29736, -0.51970, -0.95940], [1.21198, 0.16762, -0.28513], [1.25289, 0.66173, 0.89475], [2.48722, 0.79093, 1.55126], [0.15720, 1.00540, 1.61633], [2.23763, -1.57731, -0.72121], [3.24690, -0.05089, -0.70731], [2.09930, -0.55813, -2.03411], [2.72532, 1.68434, 1.94711], [3.13089, 0.02261, 1.59902], [-0.72195, 0.87888, 1.13054], [0.24808, 1.29036, 2.56079], [-3.51857, -0.39749, -0.89584], [-2.07308, -0.81442, -0.59219], [-1.76184, -1.98297, -0.53810], [-1.26537, 0.23185, -0.68818], [-4.28839, -0.77755, -0.23320], [-3.73763, -0.73522, -1.91723], [-3.57851, 0.68031, -1.04104], [-0.14942, -0.00034, -0.68684]]}

{"formula": "C5H11NO2", "method": "the ωB97M-V functional and the def2-TZVPD basis", "e_homo_ev": -9.463, "smiles": "C[C@H](O)[C@@](C)(N)C=O", "largest_force_ev_per_a": 2.98, "de_lowest_kj_mol": 140.2, "elements": ["C", "C", "O", "C", "C", "N", "C", "O", "H", "H", "H", "H", "H", "H", "H", "H", "H", "H", "H"], "positions_angstrom": [[1.29963, 1.55054, 0.18076], [-0.20522, 0.95142, 0.50710], [-0.34400, 0.73548, 1.85589], [-0.35463, -0.35546, -0.31398], [-1.64322, -1.09591, 0.06973], [-0.39250, -0.04809, -1.73166], [0.83654, -1.19901, 0.11022], [1.13471, -1.41907, 1.26714], [1.24850, 2.02870, -0.79442], [1.47793, 2.31109, 0.93911], [2.17186, 0.90403, 0.22321], [-0.93824, 1.69249, 0.18062], [0.29072, -0.01274, 2.08339], [-1.75988, -1.11721, 1.15131], [-2.48969, -0.56897, -0.37000], [-1.61716, -2.12275, -0.30160], [0.49693, 0.31257, -2.05716], [-0.60538, -0.88037, -2.27057], [1.39309, -1.66674, -0.72908]]}

{"formula": "C5H11NS2", "method": "the ωB97M-V functional and the def2-TZVPD basis", "e_homo_ev": [-7.694, -7.374], "largest_force_ev_per_a": 4.51, "de_lowest_kj_mol": 489.1, "elements": ["C", "C", "C", "C", "C", "N", "S", "S", "H", "H", "H", "H", "H", "H", "H", "H", "H", "H", "H"], "positions_angstrom": [[-0.16245, -1.24096, 0.68068], [0.44587, 0.66044, -0.59263], [-0.28922, 0.24301, 0.75622], [-1.74291, 0.76143, 0.93173], [0.63007, 0.57079, 1.98405], [0.53304, -0.30504, -3.17441], [0.72516, -0.87553, -1.58977], [0.83903, -1.06345, -4.59022], [0.81593, -1.74681, 0.91215], [-1.06105, -1.86550, 0.95542], [-0.17088, 1.48281, -1.10821], [1.49031, 1.08211, -0.49446], [-1.69912, 1.77744, 0.69031], [-2.00370, 0.45583, 1.94650], [-2.48947, 0.13204, 0.25122], [0.21147, -0.04168, 2.71389], [0.63283, 1.70645, 2.19958], [1.74631, 0.29740, 1.64323], [1.54878, -2.03077, -4.11528]]}

{"formula": "C33H30Cl4N3O4SeZr", "method": "the ωB97M-V functional and the def2-TZVPD basis", "charge": -1, "e_homo_ev": -4.435, "largest_force_ev_per_a": 0.41, "de_lowest_kj_mol": 87.7, "elements": ["Zr", "C", "N", "C", "C", "C", "N", "C", "C", "C", "C", "C", "C", "C", "O", "C", "C", "C", "N", "C", "C", "C", "C", "C", "C", "C", "O", "H", "H", "H", "H", "H", "H", "H", "H", "H", "H", "H", "H", "H", "H", "H", "H", "H", "H", "H", "H", "H", "H", "H", "H", "H", "Cl", "C", "C", "Cl", "C", "Cl", "C", "O", "C", "O", "C", "Cl", "Se", "C", "C", "C", "C", "C", "C", "H", "H", "H", "H", "H"], "positions_angstrom": [[0.89078, 0.35201, 0.02086], [-2.85091, -0.92665, 0.34451], [-1.85426, -1.29000, -0.65884], [-2.26824, -0.81173, -1.99059], [-1.50078, 0.39782, -2.48702], [-1.70974, 1.67883, -1.70162], [-1.02245, 1.68548, -0.41029], [-1.52510, 2.40951, 0.51885], [-0.87672, 2.78928, 1.75091], [-1.64170, 3.32022, 2.79633], [-1.05300, 3.76141, 3.95859], [0.34254, 3.71221, 4.06606], [1.12307, 3.22988, 3.04050], [0.53626, 2.73014, 1.86035], [1.26977, 2.24364, 0.89876], [-1.68488, -2.75089, -0.73723], [-1.56890, -3.53168, 0.56893], [-0.43866, -3.09301, 1.50508], [0.64443, -2.56306, 0.71860], [1.74444, -3.18587, 0.66382], [2.85848, -2.79122, -0.19589], [4.07056, -3.47136, -0.08314], [5.15391, -3.15222, -0.87768], [5.01899, -2.13298, -1.81863], [3.82623, -1.45062, -1.96006], [2.72549, -1.76141, -1.15236], [1.58569, -1.08884, -1.28718], [-3.81069, -1.43886, 0.16520], [-3.02677, 0.14698, 0.31256], [-2.49170, -1.15739, 1.34385], [-3.34609, -0.59226, -1.98217], [-2.12579, -1.61619, -2.71521], [-1.78938, 0.58926, -3.52464], [-0.43359, 0.15866, -2.52799], [-2.78122, 1.87824, -1.56210], [-1.28142, 2.49997, -2.28055], [-2.52860, 2.82746, 0.37208], [-2.72046, 3.36201, 2.68282], [-1.65419, 4.14091, 4.77366], [0.82030, 4.05753, 4.97548], [2.20180, 3.18583, 3.12347], [-0.79306, -2.93082, -1.33993], [-2.54496, -3.18123, -1.27874], [-1.39289, -4.56739, 0.26123], [-2.51669, -3.52902, 1.11244], [-0.12770, -3.93783, 2.13706], [-0.79814, -2.30234, 2.16082], [1.90496, -4.09614, 1.26377], [4.15420, -4.25932, 0.65875], [6.09229, -3.67961, -0.76622], [5.86113, -1.86321, -2.44510], [3.71164, -0.64264, -2.67132], [3.11061, -1.10612, 6.39877], [2.09063, -0.79255, 5.03660], [0.71626, -0.71287, 5.19713], [-0.00045, -0.92569, 6.75728], [-0.09940, -0.46239, 4.08669], [-1.82273, -0.37533, 4.23061], [0.45523, -0.28026, 2.83085], [-0.24435, -0.04050, 1.73420], [1.86066, -0.36113, 2.66667], [2.30998, -0.17557, 1.43924], [2.66087, -0.62172, 3.76791], [4.36765, -0.72393, 3.52370], [1.80738, 1.82293, -2.27841], [2.73065, 3.44710, -1.88287], [3.44985, 3.64585, -0.70643], [4.14950, 4.82819, -0.49957], [4.15209, 5.83108, -1.45884], [3.44308, 5.63695, -2.63848], [2.73973, 4.45926, -2.84600], [3.45602, 2.87621, 0.05046], [4.70041, 4.96071, 0.42450], [4.70046, 6.74999, -1.29137], [3.43378, 6.40650, -3.40205], [2.18692, 4.31343, -3.76608]]}

{"formula": "C3H2ClNO2", "method": "the ωB97M-V functional and the def2-TZVPD basis", "e_homo_ev": [-8.312, -9.355], "largest_force_ev_per_a": 2.72, "de_lowest_kj_mol": 507.2, "elements": ["C", "C", "C", "N", "O", "O", "Cl", "H", "H"], "positions_angstrom": [[1.79985, -0.69425, 0.53230], [1.85322, -0.31611, -0.91759], [-2.26420, 0.74193, 0.45163], [0.72257, -0.21849, -0.07405], [2.44232, -1.17301, 1.39897], [2.32579, -0.28466, -2.00696], [-1.49391, 0.06143, -0.80765], [-2.42493, 1.84012, 0.44899], [-2.96069, 0.04303, 0.97436]]}

{"formula": "C7H10O", "method": "the ωB97M-V functional and the def2-TZVPD basis", "e_homo_ev": -8.166, "smiles": "CCC1=C[C@@H](O)C=C1", "largest_force_ev_per_a": 7.01, "de_lowest_kj_mol": 519.1, "elements": ["C", "C", "C", "C", "C", "O", "C", "C", "H", "H", "H", "H", "H", "H", "H", "H", "H", "H"], "positions_angstrom": [[-1.26943, -0.64018, 1.99736], [0.14449, 0.04934, 1.74363], [0.21627, 0.04287, 0.22141], [-0.42477, 0.92649, -0.62773], [0.24784, 0.76351, -1.97333], [0.98469, 1.82603, -2.53509], [0.92126, -0.72768, -1.69726], [0.66707, -1.05380, -0.48669], [-1.52248, -0.74786, 2.98131], [-1.93452, 0.03720, 1.29698], [-1.23191, -1.61836, 1.60794], [0.19535, 0.98878, 2.23468], [0.97202, -0.38675, 2.29578], [-1.47923, 1.63221, -0.40186], [-0.64032, 0.61711, -2.85022], [1.73580, 1.57231, -1.92690], [1.41107, -1.43823, -2.26587], [1.00681, -1.84301, 0.38586]]}

{"formula": "C27H23FNO3RuS5", "method": "the ωB97M-V functional and the def2-TZVPD basis", "charge": -2, "s2": 0.89, "e_homo_ev": [0.128, -1.345], "multiplicity": 2, "largest_force_ev_per_a": 3.37, "de_lowest_kj_mol": 23.9, "elements": ["Ru", "S", "C", "S", "C", "C", "S", "S", "S", "C", "C", "C", "C", "C", "C", "C", "F", "C", "C", "C", "O", "C", "C", "N", "C", "C", "O", "O", "H", "H", "H", "H", "H", "H", "H", "H", "H", "H", "H", "C", "C", "C", "C", "C", "C", "C", "C", "C", "C", "H", "H", "H", "H", "H", "H", "H", "H", "H", "H", "H", "H"], "positions_angstrom": [[1.21084, -2.26629, 0.57786], [2.72638, -9.16204, 2.70718], [2.39326, -7.60457, 2.24719], [1.15631, -7.18364, 1.10646], [1.40730, -5.44731, 1.09934], [2.38435, -4.98188, 1.91149], [2.77318, -3.31830, 2.11036], [3.25936, -6.21137, 2.81390], [0.42091, -4.44948, 0.08554], [2.71341, 5.09316, -1.00719], [1.40728, 4.36583, -1.34180], [0.17322, 5.21010, -1.03419], [0.06493, 5.46948, 0.46344], [0.15193, 4.16803, 1.21795], [-0.40505, 4.07888, 2.51573], [-0.32110, 2.87904, 3.18597], [-0.85828, 2.80770, 4.44063], [0.26838, 1.75665, 2.65343], [0.83409, 1.82199, 1.35359], [1.46538, 0.66484, 0.79061], [1.52119, -0.40850, 1.50025], [2.01953, 0.80140, -0.53382], [1.93921, 1.99951, -1.15838], [1.32472, 3.10846, -0.62605], [0.76198, 3.05558, 0.64901], [2.74572, -0.30215, -1.31412], [3.34904, 0.05283, -2.33969], [2.71317, -1.49391, -0.87770], [2.76289, 6.05824, -1.51863], [3.56276, 4.48501, -1.32051], [2.79284, 5.25551, 0.06808], [1.41258, 4.13043, -2.40928], [-0.71394, 4.65928, -1.35815], [0.21902, 6.14332, -1.60199], [-0.88548, 5.96205, 0.68761], [0.85451, 6.15939, 0.78666], [-0.88391, 4.93571, 2.97315], [0.33031, 0.82802, 3.20229], [2.37026, 2.10982, -2.14415], [-1.90320, -1.20474, 1.24355], [-1.63538, -1.16076, -0.26409], [-2.05280, 0.21763, -0.80049], [-0.19295, -1.46061, -0.55569], [-2.34265, -2.28117, -1.03344], [-2.33972, -2.29132, -2.43254], [-2.93607, -3.31438, -3.14750], [-3.55526, -4.36600, -2.48412], [-3.55762, -4.37555, -1.09929], [-2.95810, -3.35007, -0.38432], [-1.46755, -0.31864, 1.70566], [-1.42151, -2.07819, 1.68596], [-2.97274, -1.23278, 1.47228], [-1.51749, 0.99917, -0.25730], [-3.12852, 0.36026, -0.67157], [-1.81617, 0.32227, -1.85968], [0.12340, -1.14012, -1.55888], [-1.84810, -1.49543, -2.97674], [-2.90758, -3.29989, -4.23078], [-4.01847, -5.16960, -3.04318], [-4.01065, -5.20231, -0.56541], [-2.96340, -3.38862, 0.69548]]}